No. 1
Computed, not measured: a cluster of 9 separate species, C21H36O21 in total, with ωB97M-V with the def2-TZVPD basis set.

Cartesian coordinates (Å):
C  -2.19  -4.66  2.31
O  -2.93  -3.61  1.70
H  -2.59  -5.01  3.22
H  -2.19  -5.54  1.65
H  -1.11  -4.44  2.38
H  -2.90  -3.85  0.79
C  1.22  -4.80  -1.47
O  2.58  -4.42  -1.71
H  0.76  -5.02  -2.47
H  1.14  -5.64  -0.79
H  0.64  -4.02  -0.99
H  3.07  -4.26  -0.91
C  2.79  -2.12  1.26
O  3.58  -2.48  0.11
H  3.09  -1.10  1.56
H  1.69  -2.27  1.05
H  3.20  -2.69  2.10
H  3.33  -1.83  -0.57
C  0.63  3.37  3.96
C  1.78  2.45  3.46
O  1.74  2.64  2.08
C  1.24  3.81  1.77
O  1.20  4.27  0.69
O  0.73  4.41  2.93
H  0.79  3.81  4.88
H  -0.35  2.85  3.92
H  1.85  1.37  3.68
H  2.79  2.87  3.75
C  -1.06  5.41  -2.92
C  -1.68  4.91  -1.57
O  -2.40  3.71  -2.05
C  -2.60  3.82  -3.34
O  -3.23  3.04  -3.97
O  -1.90  4.88  -3.90
H  -0.08  4.88  -2.98
H  -0.94  6.48  -2.99
H  -2.41  5.55  -1.04
H  -0.87  4.56  -0.92
C  -2.21  -0.49  -3.76
C  -1.44  0.02  -4.99
O  -0.53  -1.09  -5.21
C  -0.67  -2.07  -4.24
O  -0.06  -3.11  -4.25
O  -1.59  -1.70  -3.34
H  -3.27  -0.68  -3.91
H  -2.16  0.22  -2.95
H  -0.96  0.98  -4.90
H  -2.17  0.01  -5.79
C  -1.11  -0.57  6.00
C  -2.56  -0.04  5.99
O  -2.31  1.42  6.19
C  -1.08  1.66  6.61
O  -0.65  2.70  7.01
O  -0.33  0.50  6.59
H  -0.69  -0.60  4.96
H  -0.89  -1.44  6.53
H  -3.12  -0.30  6.87
H  -3.12  -0.12  5.01
C  2.91  -1.57  -4.85
C  3.42  -2.15  -3.57
O  2.61  -1.41  -2.57
C  1.95  -0.38  -3.14
O  1.37  0.43  -2.52
O  2.11  -0.44  -4.46
H  2.34  -2.28  -5.44
H  3.70  -1.11  -5.47
H  4.44  -1.92  -3.36
H  3.19  -3.22  -3.48
C  -0.20  -0.03  0.03
C  -0.36  1.48  -0.16
O  -1.32  1.76  1.03
C  -1.05  0.84  2.00
O  -1.47  0.92  3.12
O  -0.32  -0.22  1.51
H  0.70  -0.49  -0.29
H  -1.06  -0.58  -0.36
H  -1.01  1.71  -1.01
H  0.54  2.09  -0.10

Its relative energy (zero: lowest compared OMol25 entry of this formula, charge and spin) is 152.9 kJ/mol. The calculation puts the molar mass at 624.50 g mol⁻¹. The value obtained for the total energy is -2401.8108 Ha. The HOMO energy comes out at -10.114 eV.

No. 2
Computed, not measured: the molecule C3H5ClO2, with ωB97M-V with the def2-TZVPD basis set.

Cartesian coordinates (Å):
C  -0.55  1.03  0.43
C  -0.63  -0.19  -0.40
C  0.60  -1.03  -0.06
H  -1.46  1.52  0.39
H  -0.47  0.79  1.59
H  0.29  1.74  0.11
H  -0.58  0.08  -1.50
H  2.46  -0.56  -0.22
O  1.65  -0.20  -0.58
O  0.80  -2.12  0.44
Cl  -2.12  -1.06  -0.21

Its relative energy (zero: lowest compared OMol25 entry of this formula, charge and spin) is 46.0 kJ/mol. The calculation puts the molar mass at 108.52 g mol⁻¹. The value obtained for the total energy is -727.9804 Ha. The HOMO energy comes out at -10.893 eV.

No. 3
Computed, not measured: a structure of composition C12H33AgN3O7S, with ωB97M-V with the def2-TZVPD basis set.

Cartesian coordinates (Å):
Ag  0.60  -0.32  0.36
S  0.21  0.36  3.13
O  1.47  0.25  2.34
O  0.23  -0.52  4.28
O  -0.16  1.72  3.47
O  -0.77  -0.12  2.11
C  0.09  -3.54  -2.90
C  0.00  -2.69  -1.64
C  0.49  -3.45  -0.42
O  0.46  -2.57  0.72
C  0.77  -3.29  1.91
N  0.81  -1.48  -1.76
H  -0.36  -4.53  -2.76
H  1.09  -3.62  -3.31
H  -0.52  -3.04  -3.66
H  -1.02  -2.40  -1.41
H  1.47  -3.92  -0.53
H  -0.19  -4.29  -0.19
H  0.63  -2.59  2.73
H  1.83  -3.57  1.89
H  0.21  -4.19  2.19
H  1.79  -1.65  -1.97
H  0.49  -0.95  -2.57
C  2.54  3.28  -1.09
C  2.14  1.82  -0.91
C  3.23  1.11  -0.07
O  2.89  -0.26  0.10
C  3.90  -1.03  0.71
N  0.88  1.82  -0.13
H  1.94  3.81  -1.83
H  3.51  3.35  -1.60
H  2.59  3.81  -0.14
H  2.11  1.30  -1.87
H  3.35  1.64  0.88
H  4.19  1.16  -0.61
H  4.73  -1.16  0.00
H  3.46  -1.96  1.04
H  4.31  -0.57  1.61
H  0.21  2.41  -0.61
H  1.01  2.34  0.74
C  -4.08  0.57  -1.25
C  -2.76  0.95  -0.56
C  -2.96  1.84  0.65
O  -3.51  3.06  0.16
C  -3.90  3.91  1.23
N  -1.98  -0.26  -0.24
H  -4.03  0.47  -2.33
H  -4.84  1.33  -1.03
H  -4.46  -0.37  -0.84
H  -2.22  1.52  -1.32
H  -1.99  2.09  1.09
H  -3.54  1.40  1.46
H  -4.68  3.41  1.82
H  -4.30  4.82  0.80
H  -3.05  4.19  1.85
H  -2.54  -1.08  -0.47
H  -1.80  -0.31  0.76

The calculation puts the molar mass at 471.34 g mol⁻¹. Its multiplicity is 2. The value obtained for the total energy is -1712.9893 Ha. The HOMO energy (alpha / beta) comes out at -7.605 / -7.549 eV.

No. 4
Computed, not measured: a cluster of 6 separate species, H12O6 in total, with ωB97M-V with the def2-TZVPD basis set.

Cartesian coordinates (Å):
H  -1.53  -1.02  -0.12
H  -2.07  -1.96  1.09
H  0.56  1.90  -0.02
H  1.35  0.87  0.79
H  -1.19  0.15  -1.80
H  0.11  -0.84  -1.41
H  1.85  -1.24  -0.39
H  1.48  0.12  -0.89
H  -2.26  2.31  0.04
H  -1.72  0.77  0.36
H  0.11  -0.74  1.59
H  1.44  -0.98  2.35
O  -1.60  -1.05  0.96
O  1.49  1.55  0.08
O  -0.92  -0.75  -1.59
O  1.56  -0.83  -1.22
O  -1.36  1.77  0.01
O  1.07  -0.61  1.56

Its relative energy (zero: lowest compared OMol25 entry of this formula, charge and spin) is 119.7 kJ/mol. The calculation puts the molar mass at 108.09 g mol⁻¹. The value obtained for the total energy is -458.6269 Ha. The HOMO energy comes out at -11.040 eV.

No. 5
Computed, not measured: the ion C5H6N with charge +1, with ωB97M-V with the def2-TZVPD basis set.

Cartesian coordinates (Å):
C  -2.29  0.29  -0.51
C  -2.92  -0.31  -1.37
C  0.09  -1.47  0.09
C  0.14  -0.10  -0.02
C  1.36  0.78  0.56
N  -0.98  0.60  -0.36
H  -0.59  -2.07  -0.37
H  0.92  -1.99  0.43
H  1.79  -0.05  1.15
H  1.13  1.71  1.13
H  2.16  1.05  -0.20
H  -0.82  1.57  -0.53

Its relative energy (zero: lowest compared OMol25 entry of this formula, charge and spin) is 758.4 kJ/mol. Its net charge is +1. The calculation puts the molar mass at 80.11 g mol⁻¹. The value obtained for the total energy is -248.3268 Ha. The HOMO energy (alpha / beta) comes out at -15.607 / -15.876 eV.

No. 6
Computed, not measured: a cluster of 10 separate species, C27H60O10S3 in total, with ωB97M-V with the def2-TZVPD basis set.

Cartesian coordinates (Å):
C  1.45  -5.40  2.18
S  3.22  -5.51  2.58
O  3.25  -5.62  4.12
C  3.47  -7.23  2.10
H  0.93  -6.12  2.80
H  1.10  -5.75  1.21
H  0.99  -4.46  2.46
H  3.46  -7.42  1.03
H  2.86  -7.91  2.70
H  4.56  -7.25  2.16
C  1.16  -1.66  8.27
S  -0.66  -2.06  7.79
O  -1.29  -2.39  9.11
C  -1.18  -0.40  7.24
H  1.66  -2.62  8.23
H  1.34  -1.26  9.27
H  1.42  -0.92  7.51
H  -0.88  0.39  7.93
H  -2.26  -0.33  7.19
H  -0.70  -0.24  6.28
C  -4.60  7.53  -3.27
S  -5.11  6.66  -1.70
O  -6.49  6.01  -1.97
C  -3.84  5.39  -1.65
H  -3.67  8.07  -3.09
H  -5.42  8.19  -3.56
H  -4.46  6.86  -4.13
H  -2.87  5.88  -1.73
H  -4.01  4.69  -2.47
H  -3.78  4.80  -0.73
C  -5.15  -7.20  -2.26
C  -6.25  -7.62  -3.22
O  -7.37  -7.17  -3.05
C  -5.77  -8.60  -4.35
H  -5.76  -6.73  -1.49
H  -4.47  -6.49  -2.74
H  -4.60  -8.08  -1.94
H  -5.36  -7.90  -5.08
H  -6.68  -9.09  -4.69
H  -4.97  -9.20  -3.90
C  0.67  6.36  3.39
C  1.44  7.73  3.24
O  2.26  8.06  4.08
C  1.27  8.49  1.93
H  -0.40  6.56  3.43
H  0.96  5.74  4.23
H  0.84  5.85  2.44
H  1.89  9.38  1.84
H  0.23  8.83  1.86
H  1.53  7.78  1.14
C  0.88  -0.50  -5.96
C  1.20  -1.98  -5.90
O  0.37  -2.77  -5.31
C  2.47  -2.61  -6.44
H  1.60  -0.08  -5.26
H  -0.16  -0.40  -5.65
H  1.11  -0.09  -6.94
H  2.37  -3.68  -6.60
H  3.31  -2.50  -5.76
H  2.87  -2.09  -7.32
C  -1.80  -0.89  -1.05
C  -0.62  -0.41  -0.18
O  -0.76  0.50  0.72
C  0.71  -0.95  -0.54
H  -2.59  -1.15  -0.35
H  -1.56  -1.76  -1.66
H  -2.08  -0.07  -1.71
H  1.55  -0.75  0.12
H  0.97  -0.55  -1.52
H  0.75  -2.02  -0.77
C  -7.63  -1.09  -0.86
C  -7.47  -0.76  0.62
O  -7.13  -1.66  1.36
C  -7.80  0.70  1.10
H  -7.23  -2.09  -1.04
H  -6.96  -0.46  -1.44
H  -8.64  -0.98  -1.25
H  -8.87  0.78  1.29
H  -7.58  1.49  0.38
H  -7.32  0.86  2.07
C  7.22  2.93  -4.17
C  6.85  1.50  -4.50
O  6.07  0.88  -3.77
C  7.42  0.91  -5.78
H  7.46  3.18  -3.14
H  6.49  3.64  -4.55
H  8.10  3.09  -4.79
H  6.59  0.74  -6.45
H  7.98  -0.01  -5.60
H  8.11  1.60  -6.28
C  6.40  1.16  3.70
C  5.69  2.04  4.74
O  5.33  1.60  5.79
C  5.70  3.57  4.51
H  6.67  1.65  2.76
H  5.68  0.38  3.46
H  7.34  0.67  3.96
H  5.50  3.70  3.45
H  6.62  4.11  4.75
H  4.87  4.02  5.06

The calculation puts the molar mass at 640.97 g mol⁻¹. The value obtained for the total energy is -3011.4624 Ha. The HOMO energy comes out at -8.508 eV.

No. 7
Computed, not measured: a cluster of 3 separate species, C3H12O2S in total, with ωB97M-V with the def2-TZVPD basis set.

Cartesian coordinates (Å):
C  -2.17  1.29  0.73
C  -0.66  1.29  0.89
C  0.09  0.97  -0.42
S  1.39  -0.28  -0.25
H  -2.68  1.74  1.58
H  -2.51  0.27  0.58
H  -2.47  1.83  -0.16
H  -0.29  2.27  1.22
H  -0.36  0.59  1.65
H  0.52  1.88  -0.82
H  -0.58  0.62  -1.21
H  2.15  0.46  0.57
H  0.56  -3.03  2.70
H  -0.50  -2.61  3.73
O  0.45  -2.64  3.57
H  -0.66  -0.20  -3.38
H  0.58  0.33  -4.12
O  -0.33  0.03  -4.26

Its relative energy (zero: lowest compared OMol25 entry of this formula, charge and spin) is 47.7 kJ/mol. The calculation puts the molar mass at 112.19 g mol⁻¹. The value obtained for the total energy is -670.1455 Ha. The HOMO energy comes out at -9.278 eV.

No. 8
Computed, not measured: a cluster of 2 separate species, C6H10O in total, with ωB97M-V with the def2-TZVPD basis set.

Cartesian coordinates (Å):
C  -0.22  -1.91  -0.79
C  -0.04  -0.62  -0.02
C  -1.24  0.08  0.64
C  -0.69  1.44  0.14
C  0.48  0.72  -0.60
C  1.68  0.46  0.28
O  1.13  -0.69  0.85
H  -0.52  -2.72  -0.11
H  -0.98  -1.80  -1.56
H  0.73  -2.18  -1.26
H  -2.20  -0.19  0.17
H  -1.33  -0.07  1.72
H  -0.34  2.12  0.92
H  -1.36  1.97  -0.53
H  0.58  0.92  -1.67
H  1.79  1.65  1.28
H  2.56  0.98  0.66

Its relative energy (zero: lowest compared OMol25 entry of this formula, charge and spin) is 446.8 kJ/mol. The calculation puts the molar mass at 98.14 g mol⁻¹. The value obtained for the total energy is -309.6722 Ha. The HOMO energy comes out at -7.953 eV.